87
Properties=species:S:1:pos:R:3 method="wB97M-V/def2-TZVPD" relative_energy_kcal_mol=0.0 multiplicity=2 gap_ev="7.6 / 7.6" total_charge=+1 homo_ev="-10.539 / -11.453"
Ti 0.098 -0.283 0.316
C 4.177 -2.575 4.811
C 5.191 -1.537 4.378
N 4.640 -0.294 3.812
C 4.036 -0.162 2.628
S 3.953 1.439 1.899
N 3.505 -1.136 1.943
N 3.031 -0.646 0.731
C 3.635 0.616 0.277
C 4.954 0.271 -0.408
C 2.746 1.574 -0.499
C 3.337 2.445 -1.395
C 2.583 3.474 -1.945
C 1.265 3.598 -1.576
C 0.734 2.651 -0.711
N 1.442 1.658 -0.180
H 4.688 -3.330 5.409
H 3.386 -2.136 5.419
H 3.732 -3.086 3.964
H 5.766 -1.208 5.243
H 5.897 -1.966 3.662
H 5.077 0.548 4.148
H 5.587 1.147 -0.519
H 5.490 -0.454 0.202
H 4.756 -0.171 -1.386
H 4.376 2.345 -1.660
H 3.038 4.167 -2.642
H 0.635 4.390 -1.956
H -0.314 2.677 -0.453
C -2.476 -2.475 2.965
C -1.120 -3.047 2.560
O -0.945 -4.280 3.238
P 0.223 -1.933 3.106
O 1.513 -2.811 3.048
O 0.025 -1.660 4.647
O 0.342 -0.645 2.341
P -1.116 -3.264 0.735
O 0.311 -3.945 0.476
O -2.231 -4.009 0.157
O -0.971 -1.772 0.288
H -2.541 -2.421 4.052
H -3.259 -3.140 2.606
H -2.634 -1.486 2.529
H -0.133 -4.703 2.926
H 2.277 -2.340 2.623
H -0.602 -0.954 4.855
H 0.221 -4.717 -0.099
O -3.133 0.494 -0.071
C -2.554 1.204 0.717
N -1.193 1.131 1.041
C -0.890 2.087 2.012
O 0.206 2.268 2.493
C -2.149 2.827 2.332
C -2.387 3.856 3.221
C -3.689 4.343 3.289
C -4.702 3.809 2.494
C -4.449 2.770 1.604
C -3.153 2.298 1.544
H -1.594 4.262 3.833
H -3.925 5.149 3.970
H -5.703 4.213 2.575
H -5.229 2.345 0.986
C -3.159 0.237 -7.646
C -2.626 0.014 -6.262
C -2.261 -1.256 -5.832
C -1.783 -1.478 -4.552
C -1.434 -2.887 -4.143
C -1.641 -0.373 -3.681
C -1.130 -0.647 -2.365
O -0.746 0.197 -1.545
C -2.023 0.925 -4.095
C -1.957 2.120 -3.189
C -2.508 1.085 -5.379
H -3.159 -0.682 -8.228
H -2.561 0.981 -8.174
H -4.182 0.615 -7.603
H -2.361 -2.095 -6.510
H -1.596 -3.564 -4.979
H -2.056 -3.232 -3.315
H -0.390 -2.981 -3.841
H -1.073 -1.698 -2.071
H -2.401 1.905 -2.216
H -2.485 2.957 -3.643
H -0.921 2.414 -3.019
H -2.818 2.072 -5.703
O 1.544 -0.848 -0.900
N 1.945 -1.251 0.289



14
Properties=species:S:1:pos:R:3 method="wB97M-V/def2-TZVPD" relative_energy_kcal_mol=1.2 gap_ev=7.1 total_charge=+1 homo_ev=-13.661
H -0.794 3.659 -2.854
O -1.068 2.813 -3.204
C -1.340 -0.294 -0.741
O 0.010 -0.634 -0.908
O -2.146 -1.021 -1.309
Bi -1.211 1.165 -2.317
C 0.994 -0.864 0.099
C 0.777 -0.195 1.419
C 0.447 -0.846 2.535
H 1.927 -0.501 -0.355
H 1.039 -1.955 0.210
H 0.866 0.896 1.426
H 0.333 -0.320 3.484
H 0.166 -1.902 2.514



10
Properties=species:S:1:pos:R:3 method="wB97M-V/def2-TZVPD" relative_energy_kcal_mol=19.3 gap_ev=6.4 total_charge=-1 homo_ev=-3.320
C 0.816 -1.241 0.012
C -0.230 -0.291 0.688
C -0.361 1.042 -0.487
O 2.028 -1.138 0.216
S 0.222 -2.343 -1.135
Br -1.143 2.682 0.471
H -1.273 -0.561 0.858
H 0.273 -0.016 1.559
H 0.710 1.126 -0.928
H -1.042 0.740 -1.254



15
Properties=species:S:1:pos:R:3 method="wB97M-V/def2-TZVPD" relative_energy_kcal_mol=3.6 gap_ev=12.4 homo_ev=-11.458
C -2.141 -0.220 0.426
C -0.882 0.581 0.113
C 0.277 -0.348 -0.239
C 1.614 0.388 -0.448
C 2.750 -0.439 -0.035
N 3.621 -1.111 0.324
H -1.954 -0.939 1.232
H -2.969 0.424 0.736
H -2.470 -0.792 -0.448
H -0.605 1.191 0.984
H -1.076 1.282 -0.710
H 0.395 -1.083 0.565
H 0.036 -0.918 -1.144
H 1.649 1.314 0.138
H 1.755 0.670 -1.495



134
Properties=species:S:1:pos:R:3 method="wB97M-V/def2-TZVPD" relative_energy_kcal_mol=23.0 gap_ev=7.4 total_charge=+1 homo_ev=-9.963
C 10.459 -1.389 2.133
C 9.572 -2.493 1.526
C 8.360 -1.963 0.757
C 7.386 -1.142 1.611
C 6.503 -0.140 0.837
C 5.042 -0.571 0.700
N 4.868 -1.563 -0.447
C 4.677 -0.996 -1.846
C 5.686 -1.573 -2.847
N 7.080 -1.611 -2.473
C 4.606 0.516 -1.755
N 3.575 0.828 -0.777
C 3.972 0.535 0.610
C 2.760 0.146 1.464
C 1.487 0.979 1.248
C 0.302 0.263 0.566
S -1.273 0.845 1.263
C -2.284 -0.659 1.364
S -1.984 -1.829 2.461
N -3.325 -0.622 0.473
C -2.946 -0.488 -0.953
C -3.283 -1.760 -1.750
O -3.361 -2.890 -0.919
C -4.530 -2.752 -0.131
C -4.460 -1.501 0.767
H 11.429 -1.347 1.636
H 10.636 -1.544 3.197
H 10.009 -0.397 2.027
H 10.174 -3.095 0.844
H 9.209 -3.164 2.311
H 7.816 -2.841 0.374
H 8.690 -1.392 -0.119
H 7.941 -0.591 2.372
H 6.734 -1.841 2.147
H 6.948 0.082 -0.137
H 6.481 0.809 1.374
H 4.811 -1.154 1.598
H 5.667 -2.203 -0.436
H 4.044 -2.122 -0.229
H 3.682 -1.326 -2.154
H 5.386 -2.597 -3.087
H 5.566 -0.998 -3.771
H 7.370 -2.413 -1.934
H 7.451 -0.760 -2.079
H 4.305 0.888 -2.736
H 5.581 0.963 -1.504
H 3.348 1.811 -0.838
H 4.441 1.421 1.062
H 3.073 0.238 2.502
H 2.540 -0.923 1.312
H 1.147 1.339 2.222
H 1.734 1.869 0.663
H 0.307 0.479 -0.507
H 0.347 -0.822 0.687
H -3.430 0.373 -1.414
H -1.874 -0.308 -0.997
H -2.505 -1.929 -2.497
H -4.233 -1.637 -2.290
H -4.653 -3.661 0.456
H -5.383 -2.674 -0.812
H -5.384 -0.923 0.650
H -4.400 -1.784 1.814
F -7.039 -3.096 -2.331
C -8.200 -2.715 -1.743
C -8.443 -1.365 -1.589
C -9.630 -0.978 -0.982
C -10.538 -1.930 -0.541
C -10.260 -3.280 -0.711
C -9.080 -3.687 -1.319
H -7.721 -0.641 -1.943
H -9.844 0.076 -0.858
H -11.463 -1.627 -0.072
H -10.967 -4.024 -0.368
H -8.844 -4.732 -1.467
F -13.811 -1.790 0.315
C -14.252 -1.737 1.593
C -15.103 -2.727 2.040
C -15.547 -2.666 3.353
C -15.143 -1.632 4.186
C -14.287 -0.651 3.705
C -13.830 -0.697 2.395
H -15.407 -3.519 1.369
H -16.214 -3.433 3.724
H -15.496 -1.591 5.207
H -13.973 0.159 4.350
H -13.162 0.055 1.998
F 5.045 2.691 -1.457
C 6.385 2.643 -1.237
C 6.836 2.066 -0.069
C 8.206 2.008 0.149
C 9.088 2.523 -0.791
C 8.599 3.103 -1.954
C 7.233 3.167 -2.189
H 6.128 1.693 0.659
H 8.584 1.566 1.062
H 10.154 2.481 -0.614
H 9.284 3.513 -2.684
H 6.830 3.615 -3.087
F -6.844 3.333 -2.395
C -5.497 3.399 -2.431
C -4.780 2.758 -1.437
C -3.394 2.834 -1.481
C -2.764 3.527 -2.501
C -3.510 4.148 -3.489
C -4.896 4.098 -3.462
H -5.300 2.225 -0.652
H -2.777 2.337 -0.741
H -1.684 3.570 -2.530
H -3.006 4.681 -4.284
H -5.503 4.569 -4.222
F 4.153 -2.096 4.449
C 3.226 -1.462 5.226
C 3.598 -0.991 6.467
C 2.638 -0.336 7.229
C 1.347 -0.161 6.747
C 1.007 -0.646 5.492
C 1.953 -1.307 4.724
H 4.608 -1.139 6.824
H 2.907 0.042 8.206
H 0.610 0.353 7.348
H 0.007 -0.519 5.096
H 1.705 -1.696 3.748
F -0.650 3.422 -4.892
C 0.689 3.470 -4.787
C 1.242 2.823 -3.701
C 2.617 2.825 -3.552
C 3.419 3.473 -4.482
C 2.834 4.119 -5.564
C 1.453 4.123 -5.729
H 0.592 2.326 -2.992
H 3.060 2.336 -2.698
H 4.494 3.481 -4.360
H 3.454 4.628 -6.288
H 0.979 4.615 -6.568



19
Properties=species:S:1:pos:R:3 method="wB97M-V/def2-TZVPD" relative_energy_kcal_mol=43.3 gap_ev=7.0 total_charge=+1 homo_ev=-13.444
C -3.041 -0.230 -0.518
C -1.279 0.779 0.965
C 2.291 -1.416 0.130
C 2.192 0.928 -0.415
C -1.768 0.468 -0.321
O 1.656 -0.129 0.349
H -3.096 -1.108 0.108
H -3.236 -0.553 -1.522
H -3.896 0.264 -0.016
H -0.613 1.531 0.961
H -0.522 -0.001 1.016
H -1.809 0.633 1.882
H 3.198 -1.427 -0.484
H 2.476 -1.873 1.065
H 1.707 -2.149 -0.386
H 1.721 0.879 -1.430
H 1.776 1.661 0.230
H 3.260 1.052 -0.527
H -1.016 0.693 -1.087



Please write out number 3 again, unchanged.
10
Properties=species:S:1:pos:R:3 method="wB97M-V/def2-TZVPD" relative_energy_kcal_mol=19.3 gap_ev=6.4 total_charge=-1 homo_ev=-3.320
C 0.816 -1.241 0.012
C -0.230 -0.291 0.688
C -0.361 1.042 -0.487
O 2.028 -1.138 0.216
S 0.222 -2.343 -1.135
Br -1.143 2.682 0.471
H -1.273 -0.561 0.858
H 0.273 -0.016 1.559
H 0.710 1.126 -0.928
H -1.042 0.740 -1.254



Copy entry 6 word for word.
19
Properties=species:S:1:pos:R:3 method="wB97M-V/def2-TZVPD" relative_energy_kcal_mol=43.3 gap_ev=7.0 total_charge=+1 homo_ev=-13.444
C -3.041 -0.230 -0.518
C -1.279 0.779 0.965
C 2.291 -1.416 0.130
C 2.192 0.928 -0.415
C -1.768 0.468 -0.321
O 1.656 -0.129 0.349
H -3.096 -1.108 0.108
H -3.236 -0.553 -1.522
H -3.896 0.264 -0.016
H -0.613 1.531 0.961
H -0.522 -0.001 1.016
H -1.809 0.633 1.882
H 3.198 -1.427 -0.484
H 2.476 -1.873 1.065
H 1.707 -2.149 -0.386
H 1.721 0.879 -1.430
H 1.776 1.661 0.230
H 3.260 1.052 -0.527
H -1.016 0.693 -1.087